# 1
42
Properties=species:S:1:pos:R:3:forces:R:3 method="wB97M-V/def2-TZVPD" spin_multiplicity=1 de_lowest_kcal_mol=33.0 orbital_gap_ev=8.69 e_homo_ev=-8.53 total_energy_ev=-29436.7089
C 0.926 -1.566 0.267 -1.031 1.285 -0.722
C 0.927 -0.535 -0.959 0.294 -0.504 1.590
C 1.060 -0.805 1.615 0.806 -0.536 -0.454
C 0.815 -1.822 2.753 -0.440 -0.113 -1.548
C 2.035 -2.364 3.453 0.727 0.311 0.492
C 1.038 -2.814 5.711 -0.586 1.354 0.881
C -0.336 1.304 -2.040 0.990 -0.609 -1.332
C -0.437 2.599 -1.237 0.251 -0.432 -0.033
C -1.507 1.158 -3.026 -0.205 0.374 0.258
C -1.491 2.231 -4.148 0.034 -0.532 -0.116
C -2.850 2.263 -4.882 1.649 1.079 1.148
H 1.924 -2.979 -0.762 0.087 0.170 0.922
H 2.821 -1.968 0.034 2.125 1.289 -0.143
H -0.068 -2.095 0.266 0.931 0.349 -0.063
H 2.078 -0.357 1.656 -0.392 -0.358 0.020
H 0.395 0.052 1.691 -0.356 -0.055 -0.128
H 0.267 -1.323 3.504 -0.991 0.460 0.934
H 0.153 -2.618 2.289 0.853 0.534 0.983
H 2.699 -1.494 3.774 -0.761 -1.071 -0.324
H 2.639 -2.987 2.806 0.155 0.045 -0.298
H 1.334 -4.116 4.376 -0.076 -0.799 -0.641
H -0.300 -3.274 7.066 0.730 -0.041 -0.455
H 0.921 -0.890 6.604 -0.567 0.214 0.319
H 2.289 -1.263 5.674 0.363 0.625 -0.066
H -1.018 0.174 -0.497 1.185 -0.845 -0.401
H 0.595 1.334 -2.615 0.012 0.093 0.118
H -2.400 1.152 -2.387 -0.233 0.235 -0.505
H -1.472 0.172 -3.513 0.122 0.333 0.358
H -0.713 1.828 -4.833 -0.444 0.713 0.030
H -1.191 3.249 -3.821 -0.183 -0.731 -0.118
H -2.522 4.150 -5.329 0.418 -0.139 0.187
H -0.010 4.403 -1.234 -0.007 0.321 -0.113
N 2.020 -2.498 0.154 -2.137 -1.795 -0.936
N 1.683 -3.211 4.585 1.034 0.017 -0.256
N 0.166 -3.599 6.207 -0.820 0.148 0.548
N 1.495 -1.576 6.181 0.149 -1.301 -0.294
N -0.260 0.099 -1.207 -1.371 1.584 0.628
O 1.957 -0.325 -1.570 -0.461 0.025 -0.159
O -0.878 2.622 -0.117 0.201 0.456 -0.392
O -3.595 1.344 -4.861 -0.790 -0.489 -0.515
O -3.169 3.454 -5.449 -0.779 -0.525 -0.424
O 0.033 3.710 -1.908 -0.486 -1.137 1.021



# 2
8
Properties=species:S:1:pos:R:3:forces:R:3 method="wB97M-V/def2-TZVPD" spin_multiplicity=1 de_lowest_kcal_mol=31.8 orbital_gap_ev="8.96 / 8.96" e_homo_ev="-10.14 / -10.14" total_energy_ev=-24044.4769
N -1.469 0.590 -1.029 1.121 -0.535 1.698
N 1.327 -0.887 0.959 0.375 1.595 -0.483
O -2.336 1.401 -0.885 -0.956 0.026 -0.801
O 1.166 0.433 -0.163 0.277 -1.191 0.390
O -1.467 -0.492 -1.573 0.291 1.543 0.469
O 1.217 -0.459 2.032 -0.518 0.206 1.199
O 1.633 -1.889 0.479 0.200 -1.031 -0.991
S -0.071 1.303 0.181 -0.789 -0.613 -1.482